(1)
The following is a quantum chemistry calculation of a molecular structure, C46H36N2OP2Pd, from OMol25.

HOMO = -13.9482 eV
Kohn-Sham gap = 7.73 eV
Total charge = +2

The geometry in XYZ format:
```
88
Properties=species:S:1:pos:R:3:forces:R:3
C 1.512417 0.235104 4.010552 0.05 -0.04 -0.01
C -1.355683 -0.630821 2.906806 0.03 0.16 0.11
C 0.171946 -4.065070 -4.276260 0.02 0.02 0.00
C 2.314274 1.731258 -1.203542 -0.02 -0.04 0.01
P -0.095399 0.058933 1.805581 -0.52 -0.34 -0.16
H 2.142601 -1.332081 -4.022196 0.06 0.05 -0.01
C -2.272065 0.182611 -4.685793 -0.02 0.05 0.07
H 2.642733 1.409987 -0.222220 0.02 -0.02 -0.03
C 2.945055 -2.165874 0.410382 -0.08 0.33 -0.23
C -1.687737 -0.357196 -3.553090 0.04 -0.10 -0.05
N -1.982871 0.028476 -2.310171 0.03 0.00 0.15
H -3.521541 -0.644004 1.921304 0.03 0.06 -0.04
H -2.149785 4.537236 1.616256 -0.04 0.02 0.01
C 1.526528 2.549364 -3.732092 0.00 0.00 0.01
H -3.695989 1.630331 -5.392570 -0.02 0.02 -0.04
C 1.105907 -3.096913 -4.624191 -0.02 0.00 0.04
H -3.837528 -2.350109 5.301013 -0.03 -0.02 0.02
C 2.233077 3.414222 -2.911113 0.01 0.01 0.01
H -4.664465 2.902114 -1.210863 -0.01 0.01 -0.03
C -1.267796 2.594200 1.749327 0.02 -0.03 0.05
H -3.272771 0.032963 5.611321 -0.02 0.03 0.04
C -0.445652 -4.022198 -3.035881 0.00 0.00 0.00
C -3.139375 -1.869498 4.630771 0.02 0.03 0.01
H 5.843622 -1.750356 -2.096366 0.03 0.00 -0.04
O 1.893361 -2.185744 1.313380 0.17 -0.52 0.16
H -1.183845 -2.555916 1.950698 -0.07 0.06 0.06
H 0.887188 1.083091 4.250138 -0.04 0.05 0.02
C 2.138900 -1.548889 2.519603 -0.15 0.42 -0.10
C -3.570732 1.556078 -3.252691 0.10 -0.07 0.09
C 1.341419 -0.442403 2.799272 0.34 -0.09 -0.28
H 4.234118 -3.563569 1.416552 -0.05 0.01 0.08
C 3.109107 -1.959810 3.424614 -0.13 -0.06 -0.02
H -1.685457 1.137211 4.089591 0.03 0.06 0.02
C -2.546475 -2.599583 3.608385 -0.05 0.01 0.00
H 3.189887 3.671108 -1.008495 0.03 0.03 0.03
C 5.155768 -2.730091 -0.316175 0.03 -0.04 0.03
H 0.019036 5.719323 1.647364 0.00 0.05 0.00
P 1.155841 -0.729755 -1.277601 -0.37 -0.13 -0.03
C -4.421524 2.132682 -0.495641 0.10 -0.14 0.02
C -3.216542 1.179460 -4.536252 0.07 -0.06 0.05
N -3.073212 0.253361 0.119980 0.15 0.07 0.11
C -1.228290 3.976346 1.680506 0.02 -0.01 -0.01
C 4.123560 -2.875220 0.595016 -0.16 -0.05 -0.06
C -2.823070 -0.528683 4.805226 0.00 -0.05 -0.01
H -4.357547 2.277500 -3.105223 -0.01 0.03 0.01
H 1.595255 -3.137241 -5.586103 0.03 0.00 -0.05
H 2.488915 4.403990 -3.261867 0.00 0.03 -0.01
Pd -0.951247 -0.374590 -0.332677 0.43 0.39 -0.04
H 1.232675 2.862998 -4.723086 -0.01 0.01 -0.06
H -1.984718 -0.185897 -5.658061 0.01 -0.04 -0.06
H 3.727860 -0.572920 -2.473629 -0.01 0.03 -0.06
C 2.628170 3.003194 -1.645691 0.00 0.01 -0.01
H -2.223925 2.089376 1.745211 -0.01 0.00 0.01
C 0.774850 -2.015118 -2.499235 0.06 0.10 -0.08
C 2.482912 -0.165223 4.906474 -0.03 0.01 -0.04
C -4.800998 1.037439 1.582302 0.04 0.02 -0.05
H -1.160421 -4.783196 -2.758821 -0.03 -0.04 0.02
C -3.464554 1.169370 -0.790025 -0.01 0.01 0.01
H -0.064049 -4.859100 -4.969262 -0.02 -0.04 -0.04
C -5.087439 2.079485 0.718023 0.05 -0.11 0.00
C -0.082199 1.864082 1.856817 -0.01 0.00 -0.08
C -0.146746 -2.999531 -2.149131 -0.08 0.00 0.27
C -1.923045 0.091478 3.951483 -0.06 0.01 -0.09
H 0.672550 0.608111 -3.950809 -0.07 -0.06 -0.04
C 1.171958 3.920340 1.793439 -0.04 0.02 0.00
C -3.775940 0.165727 1.254329 -0.04 -0.16 0.02
C 2.767909 -1.369313 -0.718827 0.05 0.09 0.39
H 3.717818 -2.828079 3.237465 -0.02 -0.04 -0.06
C 1.416362 -2.079237 -3.737292 -0.08 0.02 0.02
C 3.276981 -1.262985 4.608107 0.03 -0.04 0.01
H 2.614045 0.369211 5.835230 0.01 0.03 0.04
H -0.959417 -1.144519 -3.657289 0.00 0.02 0.02
H -5.337405 0.903431 2.509681 -0.02 -0.02 0.02
H 2.065161 1.986459 1.955391 0.03 -0.01 0.04
H -2.783919 -3.645790 3.480957 0.00 -0.05 0.00
C -2.949818 0.957880 -2.163806 0.02 0.07 0.00
C 5.024710 -1.882787 -1.405281 -0.04 0.03 -0.01
C 3.830239 -1.220467 -1.615195 -0.01 0.00 0.07
H 6.072225 -3.283499 -0.167040 0.02 -0.01 0.00
C 1.203278 1.275389 -3.290777 0.03 -0.05 0.02
C -0.009274 4.640501 1.699102 0.00 -0.02 0.00
H 2.120900 4.435659 1.819422 0.05 0.03 0.00
C -1.655434 -1.982237 2.746682 0.12 -0.08 -0.12
C 1.138992 2.537771 1.868944 -0.04 0.01 0.02
H -5.846544 2.809841 0.957482 -0.02 0.05 0.02
C 1.597109 0.857174 -2.023106 -0.05 -0.01 0.02
H -0.635967 -2.973872 -1.173669 0.09 0.01 -0.19
H 4.031189 -1.592485 5.308933 0.01 0.00 0.02
```
Forces are in eV/Å.

---

(2)
The following is a quantum chemistry calculation of C5H6O in the gas phase, from OMol25.

SMILES = CC(C)=C=C=O
ΔE to the lowest compared entry with this formula, charge and spin = 149.0 kJ/mol
HOMO = -8.7926 eV
Kohn-Sham gap = 8.73 eV

The geometry in XYZ format:
```
12
Properties=species:S:1:pos:R:3:forces:R:3
O 1.910638 -3.018914 -0.007384 -0.74 0.64 -0.04
H -1.491538 1.270333 -1.069169 0.04 -0.11 0.13
H 0.515981 1.665801 0.999451 0.02 -0.12 -0.11
C 0.043955 -1.411749 -0.176622 0.16 -0.01 0.03
C 0.888144 0.867550 0.347778 0.04 -0.01 0.03
H -1.920455 0.992937 0.616010 0.07 -0.07 -0.13
H 1.713770 0.347086 0.839099 -0.13 0.13 -0.07
C -0.200900 -0.103408 -0.038942 0.09 0.03 0.02
C -1.555256 0.496347 -0.292568 -0.04 -0.08 -0.02
H -2.277181 -0.261099 -0.602750 0.13 0.11 0.05
H 1.283699 1.340879 -0.559587 -0.09 0.01 0.10
C 1.089139 -2.185763 -0.055311 0.44 -0.51 0.00
```
Forces are in eV/Å.

---

(3)
The following is a quantum chemistry calculation of 3 unconnected molecules or ions with the total composition C27H55BBrClN2O11PS at a distorted geometry, from OMol25.

HOMO = -5.1731 eV
Kohn-Sham gap = 7.31 eV
Total charge = -1

The geometry in XYZ format:
```
100
Properties=species:S:1:pos:R:3:forces:R:3
H -2.795756 -2.990454 5.301539 0.06 0.01 0.04
O -3.152996 1.099327 4.698427 0.03 0.01 0.16
H -2.541320 -0.885097 6.784131 -0.03 0.04 0.00
C -1.680017 0.375593 -2.514665 0.79 -0.61 -0.22
C -2.280579 4.983770 -3.039532 -0.10 -0.13 0.06
H -4.674826 6.209124 -5.018774 0.01 0.02 0.00
C -3.592794 -1.933585 3.595199 0.09 0.00 0.20
H 6.995446 3.499519 0.585341 0.00 0.03 0.01
H -1.039580 -1.698495 1.906582 0.07 0.17 0.00
H 7.431069 0.573330 3.014245 0.03 -0.01 0.01
C -3.383445 6.015094 -3.240862 0.03 0.05 -0.04
H 4.493801 0.446363 -0.824803 0.16 -0.10 0.06
H -0.328899 -3.201961 -1.741712 -0.25 0.15 -0.14
C -1.671940 -0.677980 -3.621812 -0.16 0.42 -0.14
C 3.699800 -1.385241 0.024563 0.42 -0.10 0.16
C -2.820896 -1.963569 4.928946 -0.15 0.20 -0.09
H -0.749655 -1.263255 -3.574514 -0.02 -0.02 0.06
H -0.191813 -4.295051 0.161173 -0.02 0.02 0.20
H -2.490867 5.703468 -5.924472 -0.03 0.01 -0.02
C 6.722979 3.072336 1.556828 0.04 0.01 -0.03
H -2.507167 -3.623325 2.826025 0.00 0.04 -0.13
H -1.738398 -0.157587 -1.565148 -0.20 0.22 -0.05
H 1.139160 -0.591559 -0.472275 0.06 -0.18 -0.33
H 8.253816 4.341523 2.471791 0.01 -0.01 -0.01
H 4.404901 0.403221 0.938213 0.18 0.20 -0.15
N -1.394915 -1.437313 0.996667 0.03 -0.22 0.01
C -3.244470 -2.938010 -0.621015 -0.75 -1.26 0.30
C 3.876158 0.140032 0.020675 -0.41 0.03 0.11
H 1.897174 0.108855 -1.924682 0.06 -0.06 0.01
C 7.778507 1.057275 2.093879 -0.01 0.00 0.04
H 2.759132 1.947727 -0.398822 0.11 0.10 0.29
O -4.002322 1.485117 -1.193413 -0.30 -0.10 0.31
H -1.386339 5.395879 -2.570516 0.03 -0.01 -0.04
H 2.128208 0.999367 0.975826 0.08 0.20 0.03
H -1.789524 -1.649868 4.756771 0.03 -0.10 -0.04
H -3.339729 -1.576985 -4.600196 -0.13 -0.01 0.05
P -1.527713 -2.607404 0.010888 -0.11 0.58 0.22
O -3.752301 -0.481631 -0.508301 -0.31 -0.68 -0.07
C -2.641182 -3.075821 -3.244718 -0.43 0.12 -0.13
H -4.352949 -3.846360 -2.202307 -0.04 0.00 0.20
C 6.960481 -2.911314 0.738818 0.09 -0.04 -0.01
H -3.681567 -1.170096 -2.950346 0.07 -0.11 0.00
H 8.205006 0.292382 1.443014 -0.03 0.00 -0.02
H -3.145948 -1.171360 2.956760 -0.11 0.01 -0.07
H -4.028847 6.112520 -2.369343 -0.01 -0.03 0.00
H -2.953192 6.995404 -3.460566 0.01 0.00 0.00
O 5.951350 -2.222793 0.052462 0.01 0.08 0.02
H -2.633973 4.143218 -2.433431 0.01 0.02 0.03
O -4.632821 -1.925467 0.972764 0.32 0.09 -0.41
Cl -3.794237 1.478007 7.425470 -0.02 0.05 0.11
H 7.177263 -2.452463 1.712367 -0.02 0.01 0.01
H -1.566376 -3.266155 -3.257045 -0.05 0.07 -0.01
H 5.010433 -1.526693 1.744643 -0.05 -0.01 0.03
O -5.423908 0.371159 5.406323 0.15 0.07 0.08
C 8.747664 2.192570 2.402809 0.02 0.03 -0.05
H -1.642463 -0.146242 -4.580567 0.05 -0.06 -0.03
H -5.432807 -3.917528 1.677069 0.03 0.05 -0.27
C -3.309338 -3.648708 -1.983384 0.87 0.15 -0.25
O -1.041355 -4.055189 0.549779 0.10 -0.17 -0.40
H -0.722759 2.274026 -2.680052 0.17 0.02 -0.20
H 2.735044 -1.681326 0.439539 -0.07 0.12 -0.03
O -0.574023 -2.386156 -1.288326 0.36 -0.20 0.22
N -4.516571 0.424983 -1.194390 -0.37 0.14 0.11
H -2.571251 0.994694 -2.622749 0.38 -0.14 -0.09
H 6.689793 -3.962615 0.904100 -0.04 0.01 0.05
C -3.356998 -1.123572 6.100461 0.47 -0.24 0.29
H 9.378461 1.984485 3.266169 -0.01 0.01 0.01
O -1.943993 4.500870 -4.342524 0.07 0.04 -0.04
H -4.038197 -4.011758 3.575767 0.07 -0.09 -0.03
C 1.484145 0.332460 -0.936174 -0.25 0.14 0.35
H 4.441489 -3.093610 1.154469 -0.02 -0.03 -0.10
C 2.562727 0.939145 -0.026448 -0.29 -0.48 -0.41
H -4.127152 -1.622261 6.687578 -0.21 0.09 -0.19
H 9.395512 2.381575 1.543943 0.00 -0.01 0.00
H -3.196085 4.075053 -5.916885 0.02 -0.02 0.01
C 7.789638 3.365274 2.605439 -0.02 -0.03 0.05
S -4.016179 0.452062 5.628855 -0.26 -0.04 -0.42
C -4.094670 5.464051 -4.475248 -0.04 -0.05 0.04
H 3.776713 -1.785777 -0.988731 -0.29 -0.03 -0.01
C -0.405168 1.249385 -2.468977 -0.85 0.24 0.36
H -4.628902 -1.622456 3.761092 -0.04 -0.10 -0.01
H -2.847136 -4.620227 -1.783458 -0.09 -0.06 0.01
O -3.681209 -3.944860 0.288945 0.23 0.27 -0.03
H -0.474278 1.009445 -0.311475 -0.04 -0.05 -0.04
C 0.259535 1.253839 -1.081940 0.52 0.33 -0.13
H 7.356588 3.327107 3.607341 -0.01 0.00 0.00
H 5.735918 3.445557 1.831908 -0.01 -0.03 -0.01
C -2.911345 -1.595422 -3.595131 0.21 -0.05 -0.38
H 0.293126 0.963513 -3.259473 0.10 -0.03 0.06
H 0.585085 2.277557 -0.859381 0.04 0.00 -0.05
Br -6.013329 -2.119296 -1.398371 0.03 0.18 -0.13
B -4.362491 -3.343324 1.467225 -0.55 -0.27 0.63
C 4.772251 -2.095051 0.833723 0.08 -0.05 -0.01
H -4.764260 4.650860 -4.188561 0.01 -0.01 0.00
H -3.038210 -3.677993 -4.067193 0.07 -0.10 0.03
O 6.663696 1.652579 1.435862 0.00 -0.01 0.01
C -3.554116 -3.295455 2.899597 0.03 0.12 -0.11
C -4.296857 -1.826358 -0.286103 0.33 1.06 0.53
C -2.923684 4.923002 -5.286823 0.01 0.04 0.03
H 7.866022 -2.881626 0.133631 -0.03 0.02 -0.04
```
Forces are in eV/Å.

---

(4)
The following is a quantum chemistry calculation of a molecular structure, FInNO2S2 at a distorted geometry, from OMol25.

ΔE to the lowest compared entry with this formula, charge and spin = 75.0 kJ/mol
HOMO (alpha / beta) = -16.2691 / -14.9852 eV
Kohn-Sham gap (alpha / beta) = 7.89 / 5.80 eV
Total charge = +1

The geometry in XYZ format:
```
7
Properties=species:S:1:pos:R:3:forces:R:3
N 1.041933 0.634701 0.714191 0.51 -1.37 3.37
S 0.463640 -0.259436 2.109569 2.53 2.21 -1.65
In -1.421553 -1.149540 0.939744 -1.75 -3.38 0.46
S 0.251445 0.553095 -0.583992 -2.06 -1.59 -4.66
F 0.255941 -1.437612 -1.115960 0.21 2.91 1.60
O 0.632141 1.341092 -1.735363 -0.56 -1.85 2.91
O -1.223546 0.317701 -0.328188 1.12 3.06 -2.02
```
Forces are in eV/Å.

---

(5)
The following is a quantum chemistry calculation of a molecular structure, C3H2Li2O3Sm at a distorted geometry, from OMol25.

2S+1 = 7
ΔE to the lowest compared entry with this formula, charge and spin = 163.7 kJ/mol
HOMO (alpha / beta) = -12.3584 / -13.0251 eV
Kohn-Sham gap (alpha / beta) = 5.69 / 6.12 eV
Expectation value of S² = 12.35
Total charge = +2

The geometry in XYZ format:
```
11
Properties=species:S:1:pos:R:3:forces:R:3
H 0.145224 -0.929272 -0.826792 -0.12 0.37 0.15
C 2.237179 0.396833 -0.287196 0.82 3.46 7.70
O 1.036193 0.744138 0.114712 1.87 -0.04 -1.00
Li -3.406329 0.047378 -1.265555 -0.15 0.21 -0.43
Li -2.742201 -1.326645 1.450761 0.07 -0.23 0.35
Sm 4.871684 -0.268426 0.480897 -1.72 0.68 -0.73
H -1.272567 1.254349 1.083477 -0.25 0.12 -0.02
C -0.001790 -0.059755 -0.181016 -7.64 0.90 1.78
O -2.398863 -0.187782 0.136683 -5.37 -2.54 -0.77
O 2.881491 -0.068879 -1.118506 1.51 -3.10 -5.16
C -1.350025 0.398064 0.412537 10.98 0.17 -1.88
```
Forces are in eV/Å.

---

(6)
The following is a quantum chemistry calculation of 2 unconnected molecules or ions with the total composition C4H13N2, from OMol25.

ΔE to the lowest compared entry with this formula, charge and spin = 178.9 kJ/mol
HOMO = -12.7079 eV
Kohn-Sham gap = 7.64 eV
Total charge = +1

The geometry in XYZ format:
```
19
Properties=species:S:1:pos:R:3:forces:R:3
H -3.355549 -0.528091 0.849992 -0.01 0.07 -0.07
H -0.744025 0.974088 1.389963 0.07 -0.02 0.02
N -1.722180 -0.678967 -0.540405 -0.24 0.09 0.06
H 1.398017 -1.345217 0.263061 -0.08 0.03 -0.10
H 0.709505 0.073363 -0.584239 -0.20 -0.10 0.02
C -2.265005 -0.445559 0.812859 0.01 -0.10 0.09
H 4.107909 1.316518 -0.716024 0.06 0.10 -0.02
H 3.538142 -0.853741 -0.916432 -0.17 -0.14 -0.19
H 2.265620 1.729198 -0.534170 0.09 0.16 0.08
H -2.136181 -1.526856 -0.915600 0.10 -0.03 -0.01
H -2.075890 0.064080 -1.138245 0.04 -0.04 -0.05
H -1.880894 -1.225524 1.470684 0.05 -0.04 0.03
H -2.239226 1.155914 2.291708 -0.09 -0.07 0.06
N 2.759983 -0.202607 -0.827555 0.30 -0.08 0.60
H -2.149714 1.699220 0.618641 -0.04 -0.01 0.07
C -1.831256 0.916525 1.313810 0.11 0.16 -0.19
C 3.070475 1.019011 -0.674612 -0.34 -0.17 -0.29
H 1.152267 -1.382643 -1.507186 -0.01 -0.04 -0.06
C 1.398000 -0.758705 -0.656244 0.35 0.24 -0.06
```
Forces are in eV/Å.